Entry 1:
Here is 11 unconnected molecules or ions with the total composition C48H99BFN2O19S2 in a non-equilibrium geometry from OMol25. Energies are from wB97M-V/def2-TZVPD.

CARTESIAN COORDINATES (ANGSTROEM)
1 C -0.91 1.72 6.90
2 C -0.96 3.16 6.34
3 C 0.39 3.86 6.29
4 C 1.49 3.02 5.63
5 C 2.13 3.72 4.43
6 C 2.70 2.70 3.41
7 C 2.51 3.18 1.98
8 C 1.88 2.15 1.04
9 S 2.90 0.61 1.14
10 O 2.04 2.67 -0.24
11 C 1.11 2.36 -1.23
12 C 1.40 0.98 -1.78
13 O 2.77 0.98 -2.15
14 C 3.11 -0.26 -2.68
15 C 2.81 -0.52 -3.99
16 C 3.10 -1.74 -4.54
17 C 3.68 -2.72 -3.77
18 C 3.99 -2.45 -2.46
19 C 3.70 -1.23 -1.92
20 O 1.45 3.35 -2.22
21 C 0.87 3.19 -3.36
22 N 0.37 2.97 -4.38
23 C -0.37 2.60 -0.82
24 C -1.35 1.71 -1.56
25 O -2.50 2.48 -1.87
26 C -3.69 1.77 -1.92
27 C -4.80 2.33 -1.34
28 C -5.99 1.66 -1.34
29 C -6.09 0.41 -1.91
30 C -4.99 -0.13 -2.51
31 C -3.80 0.54 -2.52
32 N -0.56 2.71 0.69
33 O -0.18 4.04 1.03
34 S -2.22 2.59 1.36
35 O -3.05 3.52 0.74
36 O -1.98 2.68 2.74
37 F -2.68 1.18 1.06
38 C 0.41 1.90 1.51
39 B 0.09 0.32 1.69
40 O 0.32 -0.19 2.95
41 O -0.33 -0.48 0.70
42 C 0.11 -1.87 0.77
43 C 0.13 -2.43 -0.64
44 H 0.10 1.34 7.00
45 H -1.42 1.08 6.20
46 H -1.39 1.63 7.86
47 H -1.45 3.15 5.38
48 H -1.61 3.73 6.99
49 H 0.26 4.81 5.78
50 H 0.68 4.09 7.31
51 H 2.25 2.75 6.35
52 H 1.02 2.11 5.25
53 H 2.90 4.40 4.76
54 H 1.33 4.28 3.96
55 H 3.75 2.56 3.66
56 H 2.14 1.80 3.61
57 H 3.48 3.37 1.53
58 H 1.97 4.12 1.94
59 H 2.74 0.25 2.41
60 H 1.24 0.19 -1.04
61 H 0.82 0.73 -2.67
62 H 2.35 0.25 -4.58
63 H 2.85 -1.95 -5.56
64 H 3.90 -3.69 -4.19
65 H 4.44 -3.19 -1.84
66 H 3.94 -1.04 -0.89
67 H -0.62 3.59 -1.20
68 H -1.60 0.79 -1.04
69 H -0.92 1.42 -2.50
70 H -4.77 3.29 -0.88
71 H -6.83 2.11 -0.86
72 H -7.03 -0.12 -1.88
73 H -5.05 -1.10 -2.97
74 H -2.92 0.11 -2.97
75 H -0.83 4.68 0.67
76 H 0.34 2.34 2.49
77 H -0.05 0.38 3.63
78 H -0.62 -2.43 1.33
79 H 1.09 -1.94 1.21
80 H 1.01 -2.04 -1.13
81 H -0.72 -2.02 -1.16
82 H 0.11 -3.51 -0.64
83 C -2.22 4.72 -5.72
84 C -2.62 4.12 -7.06
85 O -3.72 4.81 -7.64
86 H -3.06 4.69 -5.03
87 H -1.38 4.17 -5.29
88 H -1.93 5.77 -5.84
89 H -2.92 3.08 -6.93
90 H -1.77 4.15 -7.75
91 H -3.46 5.73 -7.77
92 C 7.93 -4.73 -0.15
93 C 7.25 -3.53 -0.79
94 O 5.96 -3.29 -0.21
95 H 7.31 -5.62 -0.25
96 H 8.90 -4.91 -0.61
97 H 8.07 -4.56 0.92
98 H 7.08 -3.71 -1.85
99 H 7.86 -2.64 -0.68
100 H 6.10 -3.11 0.73
101 C -3.35 -2.36 5.94
102 C -3.44 -1.55 7.23
103 O -3.34 -0.15 6.98
104 H -2.41 -2.16 5.43
105 H -3.42 -3.43 6.15
106 H -4.16 -2.09 5.26
107 H -2.62 -1.81 7.90
108 H -4.39 -1.76 7.74
109 H -4.07 0.10 6.40
110 C -5.72 -4.28 -1.16
111 C -4.42 -4.05 -0.41
112 O -3.48 -3.32 -1.20
113 H -5.52 -4.83 -2.08
114 H -6.42 -4.85 -0.56
115 H -6.18 -3.33 -1.43
116 H -3.95 -4.99 -0.16
117 H -4.61 -3.50 0.52
118 H -3.87 -2.48 -1.43
119 C 6.05 -8.86 0.38
120 C 5.96 -8.17 1.73
121 O 6.03 -6.75 1.61
122 H 6.97 -8.59 -0.12
123 H 6.01 -9.94 0.49
124 H 5.22 -8.55 -0.26
125 H 6.80 -8.47 2.37
126 H 5.03 -8.44 2.24
127 H 5.29 -6.47 1.06
128 C 0.89 -2.71 6.54
129 C 0.82 -1.23 6.23
130 O 1.29 -0.43 7.32
131 H 0.31 -2.95 7.43
132 H 0.51 -3.30 5.70
133 H 1.92 -3.02 6.74
134 H -0.21 -0.92 6.05
135 H 1.41 -1.00 5.34
136 H 2.21 -0.68 7.49
137 C -3.36 7.81 -1.03
138 C -3.23 6.85 0.14
139 O -1.84 6.62 0.45
140 H -2.84 7.42 -1.90
141 H -4.41 7.97 -1.28
142 H -2.91 8.78 -0.79
143 H -3.65 5.88 -0.11
144 H -3.75 7.23 1.02
145 H -1.45 7.47 0.68
146 C 3.09 -6.30 4.50
147 C 2.82 -6.18 5.99
148 O 1.45 -5.88 6.26
149 H 2.81 -5.38 3.99
150 H 4.14 -6.51 4.30
151 H 2.49 -7.11 4.07
152 H 3.40 -5.36 6.41
153 H 3.10 -7.10 6.50
154 H 0.92 -6.60 5.90
155 C -3.94 0.36 -8.82
156 C -4.85 0.10 -7.63
157 O -4.21 0.43 -6.40
158 H -3.02 -0.21 -8.73
159 H -4.43 0.10 -9.76
160 H -3.66 1.42 -8.86
161 H -5.12 -0.95 -7.58
162 H -5.77 0.69 -7.73
163 H -3.99 1.36 -6.43
164 C 0.81 2.96 -8.52
165 C 0.89 1.92 -9.62
166 O -0.39 1.67 -10.20
167 H 0.12 2.64 -7.74
168 H 1.79 3.13 -8.07
169 H 0.45 3.91 -8.92
170 H 1.23 0.97 -9.22
171 H 1.58 2.23 -10.41
172 H -0.71 2.50 -10.57

Properties
* HOMO: -0.41059 Ha
* frontier orbital gap: 0.3065 hartree
* max |F|: 0.0545 hartree/bohr
* lowest unoccupied orbital energy: -2.834 eV
* net charge: +1

Entry 2:
Here is a molecular structure, C49H108F4N7O8S4 in a non-equilibrium geometry from OMol25. Energies are from wB97M-V/def2-TZVPD.

CARTESIAN COORDINATES (ANGSTROEM)
1 C 7.92 -1.20 5.96
2 C 6.61 -1.70 5.38
3 C 5.93 -0.83 4.27
4 C 5.60 0.51 4.83
5 N 5.02 1.47 3.82
6 C 4.77 2.85 4.44
7 C 4.85 3.80 3.19
8 C 5.44 3.02 2.05
9 C 5.94 1.76 2.72
10 C 3.67 0.96 3.28
11 C 2.74 0.39 4.43
12 C 1.43 -0.20 3.95
13 H 8.65 -0.90 5.13
14 H 8.30 -2.02 6.51
15 H 7.75 -0.35 6.63
16 H 5.90 -1.85 6.18
17 H 6.73 -2.70 5.00
18 H 5.04 -1.36 3.90
19 H 6.69 -0.73 3.51
20 H 6.50 1.01 5.12
21 H 4.87 0.45 5.60
22 H 3.83 2.73 4.99
23 H 5.57 2.97 5.15
24 H 3.90 4.37 2.97
25 H 5.55 4.64 3.46
26 H 4.69 2.86 1.25
27 H 6.30 3.49 1.57
28 H 5.88 0.94 2.07
29 H 6.95 1.86 3.15
30 H 3.95 0.16 2.61
31 H 3.24 1.81 2.81
32 H 2.59 1.18 5.18
33 H 3.37 -0.42 4.83
34 H 1.59 -1.01 3.26
35 H 0.79 0.69 3.60
36 H 1.03 -0.67 4.84
37 C -0.30 7.08 4.49
38 C -1.78 7.57 4.29
39 C -2.07 7.99 2.80
40 C -2.59 6.81 1.96
41 N -2.43 6.90 0.51
42 C -3.21 5.77 -0.21
43 C -2.33 4.47 0.13
44 C -0.90 4.95 0.39
45 C -1.02 6.50 0.23
46 C -2.76 8.27 -0.10
47 C -4.30 8.39 -0.26
48 C -4.77 9.81 -0.58
49 H 0.42 7.73 3.95
50 H -0.09 6.05 4.18
51 H -0.02 7.14 5.55
52 H -1.92 8.47 4.87
53 H -2.54 6.90 4.78
54 H -1.20 8.56 2.48
55 H -2.88 8.71 2.82
56 H -3.66 6.66 2.27
57 H -2.12 5.85 2.26
58 H -3.15 5.92 -1.31
59 H -4.25 5.80 0.15
60 H -2.36 3.87 -0.76
61 H -2.76 3.85 0.87
62 H -0.22 4.61 -0.34
63 H -0.62 4.66 1.44
64 H -0.79 6.64 -0.86
65 H -0.40 7.11 0.85
66 H -2.30 8.27 -1.10
67 H -2.30 9.02 0.62
68 H -4.77 8.10 0.71
69 H -4.65 7.69 -0.99
70 H -4.42 10.18 -1.59
71 H -4.39 10.47 0.20
72 H -5.87 9.80 -0.53
73 C -1.14 -7.31 5.25
74 C -2.25 -8.40 4.84
75 C -1.77 -9.48 3.95
76 N -2.84 -10.57 3.37
77 C -3.32 -11.41 4.59
78 C -3.46 -12.93 4.51
79 C -3.44 -13.33 3.18
80 C -2.82 -12.72 2.02
81 C -2.12 -11.38 2.31
82 C -3.86 -9.73 2.81
83 H -1.55 -6.48 5.82
84 H -0.76 -6.85 4.39
85 H -0.28 -7.68 5.77
86 H -3.02 -7.74 4.37
87 H -2.68 -8.70 5.75
88 H -0.97 -9.97 4.48
89 H -1.35 -8.97 3.11
90 H -2.62 -11.07 5.41
91 H -4.31 -11.09 4.85
92 H -4.90 -12.71 9.22
93 H -3.66 -13.61 5.37
94 H -1.44 -13.92 6.29
95 H -3.38 -14.34 3.36
96 H -2.08 -13.73 1.82
97 H -3.46 -12.88 1.15
98 H -1.45 -11.72 3.00
99 H -1.79 -10.70 1.42
100 H -4.35 -9.10 3.60
101 H -4.63 -10.30 2.30
102 H -3.32 -9.01 2.05
103 C -4.07 0.39 -3.31
104 C -4.51 -0.34 -4.53
105 C -6.09 -0.33 -4.66
106 N -6.58 -0.62 -6.07
107 C -8.03 -0.76 -6.10
108 C -8.66 -0.77 -7.46
109 C -8.37 0.49 -8.24
110 C -6.85 0.60 -8.30
111 C -6.28 0.56 -6.90
112 C -5.93 -1.79 -6.65
113 H -2.98 0.42 -3.17
114 H -4.45 -0.03 -2.41
115 H -4.33 1.50 -3.35
116 H -4.24 -1.41 -4.65
117 H -4.10 0.09 -5.44
118 H -6.33 0.71 -4.46
119 H -6.56 -0.81 -3.82
120 H -8.49 0.02 -5.52
121 H -8.28 -1.72 -5.60
122 H -9.70 -0.98 -7.24
123 H -8.27 -1.60 -8.06
124 H -8.87 1.34 -7.71
125 H -8.86 0.48 -9.22
126 H -6.51 1.54 -8.75
127 H -6.47 -0.22 -8.91
128 H -6.53 1.48 -6.34
129 H -5.22 0.53 -7.03
130 H -6.33 -2.09 -7.60
131 H -6.04 -2.57 -5.85
132 H -4.83 -1.58 -6.74
133 C 5.59 -3.61 -4.39
134 C 4.97 -2.31 -4.82
135 C 4.94 -1.35 -3.65
136 N 4.02 -0.18 -3.83
137 C 4.20 0.93 -2.73
138 C 5.55 1.56 -2.87
139 C 5.83 2.14 -4.27
140 C 5.44 1.11 -5.40
141 C 4.06 0.52 -5.19
142 C 2.56 -0.64 -3.66
143 H 4.88 -4.03 -3.64
144 H 6.52 -3.54 -3.86
145 H 5.66 -4.32 -5.26
146 H 3.93 -2.45 -5.09
147 H 5.53 -1.89 -5.69
148 H 5.91 -0.87 -3.44
149 H 4.65 -1.82 -2.72
150 H 4.04 0.42 -1.76
151 H 3.44 1.67 -2.98
152 H 6.33 0.85 -2.53
153 H 5.57 2.41 -2.11
154 H 6.88 2.39 -4.34
155 H 5.21 3.09 -4.42
156 H 6.11 0.28 -5.35
157 H 5.52 1.56 -6.40
158 H 3.83 -0.22 -5.98
159 H 3.24 1.24 -5.11
160 H 2.49 -1.31 -2.84
161 H 2.20 -1.16 -4.55
162 H 1.90 0.26 -3.40
163 N 2.07 5.67 -1.17
164 S 2.48 7.20 -0.55
165 O 1.57 8.21 -1.04
166 O 3.90 7.50 -0.49
167 F 2.18 6.99 1.01
168 S 3.07 4.51 -0.74
169 O 3.22 3.71 -1.89
170 O 2.61 3.90 0.49
171 F 4.44 5.09 -0.42
172 N 1.42 -0.10 0.33
173 S 2.22 -1.41 0.09
174 O 1.73 -2.29 -0.88
175 O 2.56 -1.89 1.37
176 F 3.57 -0.84 -0.40
177 S 0.24 0.65 -0.38
178 O -1.01 -0.01 -0.03
179 O 0.55 1.24 -1.63
180 F 0.00 1.87 0.50

Properties
* HOMO: -0.44680 Ha
* frontier orbital gap: 0.1164 hartree
* max |F|: 0.1062 hartree/bohr
* lowest unoccupied orbital energy: -8.992 eV
* net charge: +3